33
Properties=species:S:1:pos:R:3:forces:R:3:lowdin_charge:R:1 method="wB97M-V/def2-TZVPD" charge=+1 orbital_gap_ev=8.2
O -0.8910 -3.8980 4.9459 0.072 0.195 -0.279 0.1083
C -0.7496 -3.2205 3.9891 -0.182 -0.272 0.589 -0.7517
Cl -0.1784 -3.9504 2.4756 -0.046 0.065 -0.138 0.7428
C -1.0957 -1.7373 3.9927 0.254 0.103 -0.194 -0.0608
C -0.2287 -0.7678 3.2329 0.003 -0.037 0.145 -0.1879
C 0.2240 0.3897 3.8321 0.146 0.281 -0.046 0.0307
C 0.9879 1.2998 3.1090 -0.029 -0.111 -0.208 0.0213
C 1.3150 1.0289 1.7872 0.018 -0.046 -0.019 -0.0035
C 0.8533 -0.1312 1.2161 -0.147 -0.065 0.218 -0.1017
N 0.0990 -0.9713 1.9440 -0.068 0.154 -0.201 0.1247
H -2.1380 -1.6248 3.6834 -0.032 -0.147 -0.159 0.1552
H -1.0597 -1.4531 5.0410 -0.065 0.003 0.054 0.1342
H -0.0283 0.6018 4.8598 -0.033 -0.104 0.058 0.1351
H 1.3269 2.2193 3.5644 -0.001 -0.012 0.111 0.1321
H 1.9191 1.6905 1.1855 0.039 0.075 0.055 0.1189
H 1.0721 -0.4009 0.1850 -0.177 -0.032 0.392 -0.0440
H -0.2393 -1.8059 1.4748 -0.018 -0.136 0.100 0.0868
Br 2.3335 0.0805 -1.7005 0.596 0.167 -0.492 0.6934
C 1.9770 1.9461 -2.1577 -0.237 -0.047 0.101 -0.6486
C 1.8744 2.1399 -3.6465 0.192 0.096 -0.101 -0.7054
Br 3.6158 2.0933 -4.4958 -0.029 -0.063 0.002 0.6538
H 2.7769 2.5319 -1.7166 0.036 -0.005 -0.038 0.0551
H 1.0304 2.1896 -1.6759 -0.022 -0.026 -0.047 0.0595
H 1.4595 3.1208 -3.8660 -0.030 0.004 0.042 0.0669
H 1.2710 1.3734 -4.1217 -0.046 -0.003 0.026 0.0376
Br -1.2124 -0.6704 -1.4105 -0.228 0.012 0.049 0.6386
C -2.2486 -1.0183 -3.0292 0.050 -0.149 -0.052 -0.6484
C -2.1364 0.1225 -4.0023 -0.162 0.149 0.007 -0.6946
Br -3.1883 1.6569 -3.4477 0.084 0.003 0.033 0.6296
H -3.2680 -1.2010 -2.7079 -0.021 0.041 0.000 0.0556
H -1.8301 -1.9276 -3.4534 0.053 0.011 0.020 0.0664
H -2.5289 -0.1751 -4.9716 -0.003 -0.045 0.006 0.0677
H -1.1146 0.4689 -4.1150 0.034 -0.061 -0.035 0.0322